The following is a DFT calculation (ωB97M-V with the def2-TZVPD basis set) of a single C19H20N2O4 molecule.

Atoms and positions in Å:
C -0.5263 0.3163 -2.4724
C 2.8907 1.4753 -3.3181
C -1.6623 -1.7851 3.7385
C -4.4124 -2.4411 5.0338
C -2.2455 -2.2042 2.5450
H 0.3840 0.5843 0.1151
C -1.8747 -1.6817 1.3239
O 0.0234 -0.2469 4.7202
H -5.2251 -3.1423 5.2009
C 1.5158 1.3141 -3.5032
H 1.2541 2.8307 -6.5135
C -0.8880 -0.7008 1.2448
C -3.0779 -3.1762 5.1108
O -1.2954 0.4869 -3.3965
C 0.9246 1.8068 -4.6656
H -0.2766 -1.4578 6.3858
O 3.3663 4.1005 -7.2479
C -0.3074 -0.2746 2.4386
H 4.7203 2.2260 -4.0964
C 3.8518 3.2629 -6.5166
H -3.0031 -2.9710 2.5610
H 0.2512 0.2244 6.6432
H 5.5278 2.1007 -6.1336
C -0.6711 -0.7831 3.6777
H 1.3490 0.4055 -1.6938
C -0.4388 -0.1126 -0.0020
H -4.4530 -1.6671 5.7964
C 1.7030 2.4350 -5.6153
H 0.4572 0.4874 2.4331
H 5.7000 3.2975 -7.3666
N 5.1577 2.8970 -6.6192
C -0.9592 -0.3287 -1.2162
H 3.3518 1.1136 -2.4087
H -0.1361 1.6931 -4.8114
H -1.4367 -0.1188 6.1930
H -2.9459 -3.6014 6.1098
C 3.0785 2.5739 -5.4474
N 0.7981 0.6769 -2.4963
C -0.3972 -0.4247 6.0546
H -3.0372 -3.9958 4.3834
H -2.3549 -2.0503 0.4323
C 3.6636 2.0929 -4.2788
O -1.9676 -2.3141 4.9614
H -1.8322 -0.9509 -1.3450
H -4.5443 -1.9725 4.0615

Properties
HOMO level	-8.16	eV
electronic energy	-1146.497303	Ha
strongest force on any atom	0.75	eV Å⁻¹